[1]
Density functional theory data (wB97M-V/def2-TZVPD) for a molecular structure, C14H32N5O3PS2Sn in a non-equilibrium geometry.

As for the total energy: -2403.6146 Ha. Its multiplicity is 1. Its charge is +2.

Structure (XYZ):
```
58
Properties=species:S:1:pos:R:3:mulliken_charge:R:1
Sn 0.24887 2.21951 0.67254 1.052
S -0.13323 -2.15749 -1.04516 -0.016
S -0.14713 -3.87129 -2.40686 -0.110
P 0.08457 -4.10789 -0.38566 0.835
O -1.11593 -4.81959 0.24804 -0.364
O 2.56827 1.30711 -0.22426 -0.486
O 1.39777 -4.58639 0.29384 -0.229
N -1.20683 3.91091 -0.56786 -0.120
N -0.24063 3.89451 -1.63466 -0.497
N -1.13253 0.62911 0.52144 -0.740
N -3.16263 -0.65289 0.44924 -0.434
N -5.36973 -1.12039 -0.47946 -0.377
C 2.02857 0.47361 -2.44446 -0.406
C 2.93327 -2.81489 0.91264 -0.976
C -4.33863 -0.86219 -0.05286 0.427
C -0.69913 -5.96939 2.36614 -1.238
C 2.77307 -4.12139 0.15574 0.521
C 3.20187 -4.01789 -1.29456 -1.255
C -1.98633 6.23071 -1.10996 -1.735
C -1.47733 -4.86879 1.67904 0.423
C 2.84457 1.45721 -1.62456 -0.368
C -2.18883 0.06451 0.43014 0.785
C -0.44373 5.75981 0.82064 -1.456
C -2.80613 4.94401 0.89424 -1.670
C -1.61223 5.23471 -0.01326 1.244
C -1.27453 -3.49559 2.28184 -0.889
H -3.69173 4.69371 0.31284 0.423
H 3.98527 -2.54579 0.92304 0.496
H 3.04977 0.53761 0.09424 0.260
H 0.36357 -5.73909 2.39954 0.236
H -2.31373 7.16091 -0.65516 0.464
H -1.57253 -3.50349 3.32824 0.465
H 2.59977 -2.90819 1.94344 0.349
H -0.72743 6.68441 1.31484 0.464
H -0.18343 5.02201 1.59414 0.303
H -1.06703 -6.08729 3.38314 0.428
H 0.48587 4.57421 -1.40896 0.308
H -3.03373 5.81161 1.50674 0.440
H 3.32537 -4.92589 0.65334 0.224
H -1.14083 6.47071 -1.75176 0.402
H -0.84053 -6.91559 1.84944 0.380
H -0.66073 4.20421 -2.51236 0.279
H 2.32777 -0.54929 -2.22906 0.020
H -2.80223 5.86221 -1.72746 0.420
H 2.98007 -4.94179 -1.82276 0.383
H 0.96977 0.60161 -2.20216 0.071
H 0.43797 5.96471 0.21094 0.365
H -1.87593 -2.75519 1.75664 0.083
H 2.36267 -2.02309 0.42874 -0.010
H -2.56863 4.10411 1.55474 0.346
H 2.72137 -3.18549 -1.80626 0.178
H 2.55687 2.47851 -1.88076 0.205
H -2.53943 -5.12609 1.63434 0.314
H 4.27737 -3.86009 -1.32596 0.479
H 3.91877 1.34511 -1.80156 0.384
H 2.17437 0.66071 -3.50246 0.403
H -2.04463 3.44841 -0.92506 0.296
H -0.21913 -3.21819 2.22154 0.219
```


[2]
Density functional theory data (wB97M-V/def2-TZVPD) for 2 unconnected molecules or ions with the total composition C4H9INO in a non-equilibrium geometry.

As for the total energy: -585.1654 Ha. Its multiplicity is 1. Its charge is +1.

Structure (XYZ):
```
16
Properties=species:S:1:pos:R:3:mulliken_charge:R:1
I 3.36428 0.26714 0.28069 0.147
O 1.12375 -0.13199 -1.67846 -0.366
N -1.04692 -0.86795 0.21748 -0.422
C 0.50863 0.94375 0.39080 0.176
C -0.13304 2.20186 0.03971 -1.119
C -0.57134 -2.19050 -0.09007 -0.869
C 1.32553 0.28184 -0.59850 0.237
H 0.68729 0.71342 1.43454 0.531
H -0.91255 2.47430 0.74553 0.368
H -0.06731 -2.19552 -1.05523 0.341
H 0.62887 2.98941 0.12119 0.364
H -1.66456 -0.49090 -0.49564 0.288
H -0.47909 2.22577 -0.99170 0.360
H -1.40904 -2.89267 -0.14858 0.339
H 0.10705 -2.53259 0.68568 0.330
H -1.46156 -0.79537 1.14255 0.295
```


[3]
Density functional theory data (wB97M-V/def2-TZVPD) for 11 unconnected molecules or ions with the total composition C24H35Cl20F7INO2Si in a non-equilibrium geometry.

As for the total energy: -11630.9061 Ha. Its multiplicity is 1. Its charge is 0.

Structure (XYZ):
```
91
Properties=species:S:1:pos:R:3:mulliken_charge:R:1
I 1.01185 -3.16893 -2.11374 -0.186
Cl -2.06423 2.70709 -0.04792 -0.119
Cl 0.31129 4.40948 -0.19444 -0.173
Cl 4.64202 2.27696 4.32678 -0.086
Cl -6.01097 5.47979 -3.27228 -0.121
Cl -3.68261 -0.25575 7.17366 -0.164
Cl 9.17494 -9.85113 4.22350 -0.151
Cl -4.06174 5.94158 -1.13660 -0.174
Cl -12.80054 7.82187 -9.26467 -0.152
Cl -10.94121 5.65183 -5.02352 -0.175
Cl 8.24965 -11.23119 6.63454 -0.159
Cl -6.10744 8.01785 -9.52292 -0.146
Cl -9.80932 7.63441 -3.20047 -0.151
Cl 1.66442 -3.78391 -5.43485 -0.156
Cl 5.08738 -8.59643 3.74511 -0.148
Cl -5.86455 6.07472 -7.35519 -0.118
Cl -3.67514 1.62686 4.92949 -0.154
Cl -10.21334 6.46685 -9.06552 -0.114
Cl 3.52606 -1.66031 -4.60761 -0.127
Cl 4.53164 -5.94540 2.61797 -0.107
Cl 4.48522 5.11123 3.53540 -0.156
Si 0.96274 -2.92133 0.30767 -0.156
F -0.08126 -3.07153 3.01268 -0.218
F -1.66901 -3.74119 -0.04387 -0.349
F -3.25788 -2.17226 2.68045 -0.286
F -2.07294 -1.34592 1.05677 -0.263
F -0.37437 -5.08424 1.07557 -0.302
F -1.48064 -1.05203 3.09747 -0.229
F -1.91396 -4.20973 2.87983 -0.318
O 2.15416 -3.73763 1.13227 0.288
O 3.73088 -4.47470 -0.29478 -0.471
N 0.87855 -1.24926 0.66742 0.149
C -6.26765 6.32052 -9.05952 -0.088
C 4.43673 -2.93306 1.31384 1.205
C -9.51858 6.62556 -4.62037 0.086
C 5.09966 -1.91861 0.63444 -0.195
C 5.66901 -2.44194 3.33123 -1.009
C 6.31157 -1.40854 2.65457 -0.503
C -1.45610 4.36948 -0.12594 -0.179
C 3.21224 2.34941 1.31753 -0.752
C -0.69159 -3.75753 0.88994 0.491
C -4.80108 4.74785 -2.21426 -0.274
C 1.43047 0.69131 2.06514 -0.840
C 4.83677 3.96332 4.83154 -0.333
C -11.95705 6.34633 -8.78783 -0.102
C 1.81538 1.73794 1.01791 0.140
C -2.02145 -1.92658 2.24194 0.814
C 3.42220 -3.78204 0.61612 -0.734
C -3.98428 -0.03550 5.44583 0.213
C 4.72136 -3.19992 2.65230 -0.169
C 3.23029 -3.00394 -5.71550 -0.289
C 4.40434 -7.69821 2.38108 -0.402
C 1.87575 -0.71099 1.63081 -0.346
C -1.19350 -3.26573 2.26035 0.559
C 6.03502 -1.15459 1.32076 -0.655
C 7.81805 -10.65545 5.01953 0.074
H 1.11100 2.56852 1.05445 -0.206
H 4.94644 -7.96571 1.48180 0.312
H -9.28188 7.26506 -5.46274 0.218
H 1.83889 0.94068 3.04438 0.477
H -4.02572 4.30533 -2.82876 0.283
H -8.68927 5.95875 -4.41414 0.019
H 2.80832 -0.55633 1.08497 0.110
H 5.88186 -2.67025 4.36516 0.427
H -1.78366 4.90138 0.75906 0.298
H 4.22318 -4.01135 3.20927 0.489
H -1.84671 4.83924 -1.01212 0.175
H 4.15941 4.15521 5.65482 0.290
H 1.75909 1.34622 -0.00107 0.329
H 3.06211 3.24219 1.91394 0.246
H -12.12380 6.17368 -7.73105 0.085
H -7.29215 6.00723 -9.22390 0.064
H 4.85299 -1.73627 -0.40271 0.590
H 6.53704 -0.34311 0.81130 0.434
H -3.32933 -0.69599 4.89232 -0.200
H 3.74149 2.59798 0.40011 0.278
H 3.35794 -7.96118 2.28159 0.311
H 3.24374 -2.62105 -6.72866 0.300
H 5.86267 4.10892 5.14724 0.288
H 0.34056 0.69610 2.12505 0.109
H 4.01084 -3.74297 -5.58101 0.252
H 7.00374 -9.94746 5.10975 -0.043
H 1.99376 -1.37000 2.48439 0.476
H 0.81924 -0.67286 -0.16201 0.203
H -5.59459 5.72728 -9.66663 0.296
H -5.27997 3.98615 -1.61094 0.300
H 3.75593 1.61314 1.89976 -0.032
H 7.51593 -11.50397 4.41765 0.280
H -12.34242 5.51956 -9.37214 0.282
H -5.02112 -0.27388 5.24151 0.287
H 7.02716 -0.80700 3.19967 0.454
```


[4]
Density functional theory data (wB97M-V/def2-TZVPD) for a single C5H12N2O molecule in a non-equilibrium geometry.

As for the total energy: -382.3762 Ha. Its multiplicity is 1. Its charge is 0.

Structure (XYZ):
```
20
Properties=species:S:1:pos:R:3:mulliken_charge:R:1
O -0.92224 -1.24857 1.69958 -0.506
N 0.43037 -2.14109 -1.57119 -0.730
N -0.15325 3.50647 -0.02882 -0.491
C -0.14484 -1.23368 -0.51026 0.293
C 0.31866 2.27827 0.39671 -0.119
C 0.27725 1.24782 -0.43553 -0.379
C -0.47524 -2.13528 0.69682 -0.643
C 0.89571 -0.02851 -0.22644 -0.456
H 1.34192 -0.03580 0.77941 0.251
H -0.12664 4.31283 0.58066 0.214
H -1.20874 -2.90346 0.35342 0.331
H -0.18146 1.47864 -1.44540 0.170
H -0.92526 3.42407 -0.58042 0.178
H -0.12271 -1.96135 -2.48776 0.278
H 0.75264 2.25527 1.43418 0.287
H 0.40519 -2.72192 1.29144 0.185
H 1.45955 -1.86857 -1.74323 0.279
H 1.73962 -0.17354 -0.95175 0.261
H -0.99792 -0.76636 -1.07410 0.295
H -1.92734 -1.38069 1.91906 0.302
```


[5]
Density functional theory data (wB97M-V/def2-TZVPD) for a single C4H8O molecule.

As for the total energy: -232.4061 Ha. Its multiplicity is 1. Its charge is 0.

Structure (XYZ):
```
13
Properties=species:S:1:pos:R:3:mulliken_charge:R:1
O -0.17802 1.35458 0.32269 -0.435
C 0.36189 0.31104 -0.51411 0.451
C 1.63238 -0.29080 0.05334 -1.312
C -0.89047 -0.55732 -0.30930 -0.649
C -1.37338 0.60188 0.57417 -0.290
H -1.50712 -0.79383 -1.17946 0.284
H -2.27279 1.12869 0.22907 0.240
H 2.02614 -1.06195 -0.62004 0.342
H 1.43366 -0.76304 1.02298 0.309
H -1.49512 0.36807 1.63934 0.222
H 2.40008 0.47381 0.19759 0.313
H 0.52845 0.68740 -1.53379 0.302
H -0.64985 -1.47677 0.22799 0.224
```


HOMO-LUMO gap values, unit eV, following the record order: 8.086 7.362 9.784 8.678 10.749.
Energy above the lowest of the compared OMol25 structures with the same formula, charge and spin values, unit kJ/mol, following the record order: 79.30 172.06 0.00 331.61 103.74.
HOMO level values, unit eV, following the record order: -14.82 -13.86 -9.52 -7.71 -9.57.